No. 1
Entry from OMol25: a structure of composition C17H33AlClI2NO6P in a non-equilibrium geometry (ωB97M-V/def2-TZVPD).

The geometry in ORCA input format:
```
! wB97M-V def2-TZVPD RIJCOSX def2/J DEFGRID3
* xyz -1 1
C 4.208 1.103 2.706
O 3.356 1.479 1.655
C 4.010 1.503 0.395
C 2.987 1.307 -0.723
C 2.614 2.595 -1.468
C 2.324 2.389 -2.951
C 1.169 1.434 -3.344
C 0.123 1.054 -2.274
C 0.211 -0.424 -1.864
C -0.651 -0.824 -0.665
Cl -0.365 0.356 0.735
O -1.956 -0.675 -1.032
Al -3.067 -1.646 0.010
N -4.260 -2.674 -0.963
C -4.056 -0.573 1.386
C -4.640 0.712 0.782
C -3.616 1.814 0.506
C -3.037 2.482 1.731
O -2.700 1.960 2.731
O -2.872 3.832 1.621
O -1.633 -2.582 0.629
C -0.510 -2.302 -0.121
P -0.576 -3.565 -1.557
O -1.411 -4.759 -1.304
C 0.676 -2.814 0.794
I 2.691 -2.621 0.026
C 0.593 -2.386 2.277
C 1.673 -1.492 2.870
I 0.547 -4.182 3.500
H 4.609 0.094 2.549
H 5.046 1.805 2.817
H 3.622 1.102 3.624
H 4.514 2.475 0.292
H 4.778 0.720 0.368
H 3.359 0.565 -1.433
H 2.094 0.911 -0.239
H 1.758 3.074 -0.983
H 3.435 3.316 -1.397
H 3.246 2.015 -3.412
H 2.144 3.366 -3.409
H 1.589 0.510 -3.752
H 0.639 1.905 -4.175
H 0.148 1.707 -1.403
H -0.864 1.190 -2.721
H 1.251 -0.726 -1.768
H -0.221 -0.994 -2.690
H -4.930 -3.146 -0.364
H -4.812 -2.165 -1.647
H -4.888 -1.203 1.721
H -3.445 -0.351 2.263
H -5.459 1.132 1.382
H -5.085 0.458 -0.190
H -2.774 1.414 -0.068
H -4.073 2.592 -0.118
H -3.303 4.132 0.808
H -0.931 -2.858 -2.722
H 0.774 -3.925 -1.738
H 0.543 -3.893 0.779
H -0.387 -1.948 2.430
H 1.853 -0.627 2.238
H 2.606 -2.031 3.037
H 1.327 -1.118 3.836
*
```

gap between HOMO and LUMO: 7.42 eV
HOMO: -5.25 eV
DFT total energy: -76554.926 eV


No. 2
Entry from OMol25: a cluster of 2 separate species, C3H9NO2 in total in a non-equilibrium geometry (ωB97M-V/def2-TZVPD).

The geometry in ORCA input format:
```
! wB97M-V def2-TZVPD RIJCOSX def2/J DEFGRID3
* xyz 0 1
C -3.185 -0.296 -0.732
N -2.160 -0.542 -1.765
H -2.404 -1.295 -2.400
H -2.197 0.273 -2.372
H 1.153 0.398 -1.331
H -4.148 0.125 -1.044
H -2.747 0.348 0.029
H -3.443 -1.215 -0.225
C 2.124 -0.691 1.593
C 1.412 0.314 0.778
O 1.736 0.273 -0.556
O 0.751 1.240 1.149
H 2.102 -1.677 1.147
H 1.606 -0.917 2.534
H 3.106 -0.367 1.866
*
```

gap between HOMO and LUMO: 10.55 eV
relative energy (zero: lowest compared OMol25 entry of this formula, charge and spin): 32.8 kcal per mole
HOMO: -9.72 eV
DFT total energy: -8841.531 eV
SMILES: CC(=O)O.CN


No. 3
Entry from OMol25: a structure of composition C3H8O (ωB97M-V/def2-TZVPD).

The geometry in ORCA input format:
```
! wB97M-V def2-TZVPD RIJCOSX def2/J DEFGRID3
* xyz 0 1
C 0.893 0.586 -1.322
C -0.837 0.695 -0.054
O -0.357 0.300 1.138
C -0.513 -1.088 1.384
H 1.167 -0.327 -1.860
H 0.847 1.441 -1.998
H 1.572 0.758 -0.487
H -0.379 0.172 -1.049
H -0.759 1.785 -0.113
H -1.513 -1.419 1.087
H 0.238 -1.659 0.822
H -0.357 -1.245 2.453
*
```

gap between HOMO and LUMO: 8.96 eV
relative energy (zero: lowest compared OMol25 entry of this formula, charge and spin): 99.8 kcal per mole
HOMO: -7.88 eV
DFT total energy: -5283.822 eV


No. 4
Entry from OMol25: a structure of composition C17H11CaN5O6 (ωB97M-V/def2-TZVPD).

The geometry in ORCA input format:
```
! wB97M-V def2-TZVPD RIJCOSX def2/J DEFGRID3
* xyz 0 1
Ca 0.315 -0.181 -0.450
O -2.219 0.065 -4.064
C -1.506 0.195 -3.091
N -1.006 -0.766 -2.241
C -1.365 -2.081 -2.445
O -2.045 -2.561 -3.327
C -0.821 -3.036 -1.391
C -1.050 -4.395 -1.564
C -0.578 -5.285 -0.617
C 0.110 -4.798 0.484
C 0.301 -3.439 0.589
N -0.152 -2.566 -0.325
C -1.097 1.616 -2.718
C -1.454 2.645 -3.581
C -1.114 3.946 -3.260
C -0.429 4.191 -2.079
C -0.106 3.121 -1.275
N -0.427 1.854 -1.579
H -1.596 -4.709 -2.441
H -0.744 -6.348 -0.736
H 0.496 -5.459 1.247
H 0.841 -3.019 1.429
H -1.993 2.387 -4.480
H -1.379 4.761 -3.920
H -0.145 5.193 -1.788
H 0.437 3.271 -0.349
O 3.457 1.314 4.434
C 2.250 1.818 4.590
O 1.958 2.621 5.441
C 1.217 1.403 3.593
C -0.116 1.679 3.777
N -0.779 1.161 2.731
N 0.048 0.566 1.854
C 1.269 0.709 2.363
C 2.485 0.176 1.632
O 3.459 -0.089 2.343
O 2.379 0.026 0.375
H 3.474 0.667 3.677
H -0.601 2.197 4.588
H -1.772 1.152 2.574
*
```

gap between HOMO and LUMO: 8.93 eV
relative energy (zero: lowest compared OMol25 entry of this formula, charge and spin): 0.0 kcal per mole
HOMO: -9.31 eV
DFT total energy: -55987.073 eV


No. 5
Entry from OMol25: a structure of composition C15H22N2OPdS3SbSe (ωB97M-V/def2-TZVPD).

The geometry in ORCA input format:
```
! wB97M-V def2-TZVPD RIJCOSX def2/J DEFGRID3
* xyz -2 4
Pd 0.409 0.256 0.486
S -4.793 0.569 0.429
Sb -2.732 0.499 -0.584
S -1.274 2.259 0.004
S -1.505 -1.481 -0.147
O 1.800 0.140 -0.777
C 2.424 -4.874 4.369
C 1.579 -3.656 4.731
C 0.569 -3.259 3.661
C 1.172 -2.745 2.359
N 2.045 -1.595 2.558
C 1.584 -0.310 2.784
Se -0.132 0.206 3.060
N 2.709 0.494 2.797
C 2.716 1.938 2.924
C 3.394 2.406 4.215
C 2.683 1.968 5.495
C 1.340 2.659 5.710
C 3.823 -0.251 2.471
C 5.139 0.124 2.267
C 6.036 -0.879 1.912
C 5.617 -2.196 1.756
C 4.290 -2.566 1.947
C 3.400 -1.570 2.314
H 3.102 -5.144 5.181
H 3.033 -4.691 3.482
H 1.786 -5.736 4.159
H 2.232 -2.804 4.947
H 1.040 -3.866 5.660
H -0.091 -2.482 4.046
H -0.070 -4.113 3.415
H 0.380 -2.433 1.671
H 1.765 -3.507 1.856
H 1.676 2.262 2.869
H 3.226 2.342 2.046
H 3.453 3.499 4.192
H 4.425 2.039 4.227
H 3.338 2.175 6.348
H 2.539 0.883 5.473
H 1.468 3.745 5.751
H 0.881 2.337 6.647
H 0.644 2.420 4.909
H 5.453 1.154 2.360
H 7.074 -0.626 1.736
H 6.337 -2.950 1.460
H 3.965 -3.584 1.788
*
```

gap between HOMO and LUMO (spin up / spin down): 4.62 / 4.96 eV
expectation value of S²: 3.79
relative energy (zero: lowest compared OMol25 entry of this formula, charge and spin): 23.7 kcal per mole
HOMO (spin up / spin down): -0.26 / -0.60 eV
DFT total energy: -128809.483 eV


No. 6
Entry from OMol25: the molecule C4H7N3O2 in a non-equilibrium geometry (ωB97M-V/def2-TZVPD).

The geometry in ORCA input format:
```
! wB97M-V def2-TZVPD RIJCOSX def2/J DEFGRID3
* xyz 0 1
C 0.033 -1.463 0.041
C 0.132 -0.172 1.035
C -0.117 1.039 0.096
C -1.235 2.027 0.199
N -0.174 -0.765 -1.327
N -0.264 0.415 -1.265
N 2.053 -1.932 -1.119
O 1.082 -2.288 -0.081
O 2.748 -2.816 -1.423
H -0.776 -2.143 0.092
H -0.774 -0.307 1.809
H 1.099 -0.133 1.602
H 0.866 1.712 -0.044
H -1.076 2.928 0.741
H -2.122 1.491 0.505
H -1.477 2.406 -0.861
*
```

gap between HOMO and LUMO: 8.81 eV
relative energy (zero: lowest compared OMol25 entry of this formula, charge and spin): 135.5 kcal per mole
HOMO: -8.89 eV
DFT total energy: -12821.656 eV
SMILES: C[C@H]1C[C@H](ON=O)N=N1


No. 7
Entry from OMol25: a structure of composition C4H9P in a non-equilibrium geometry (ωB97M-V/def2-TZVPD).

The geometry in ORCA input format:
```
! wB97M-V def2-TZVPD RIJCOSX def2/J DEFGRID3
* xyz 0 1
C 0.493 -0.799 -0.323
C 0.695 0.607 0.042
C 1.178 1.595 -0.913
C -1.819 -1.126 1.080
P -1.293 -0.389 -0.527
H 0.930 -0.936 -1.308
H 0.634 -1.697 0.287
H 0.719 0.878 1.062
H 1.378 2.685 -0.539
H 0.503 1.557 -1.701
H 2.095 1.202 -1.272
H -1.056 -1.949 1.288
H -2.869 -1.318 0.945
H -1.586 -0.311 1.879
*
```

gap between HOMO and LUMO: 8.38 eV
relative energy (zero: lowest compared OMol25 entry of this formula, charge and spin): 26.9 kcal per mole
HOMO: -7.57 eV
DFT total energy: -13580.133 eV